# 1
C5H10ClNSi | ωB97M-V/def2-TZVPD

Output
Total charge = 0
HOMO energy (spin up / spin down) = -5.6778 / -10.0441 eV
Maximum force = 8.2 eV/A
2S+1 = 3

Last column: Mulliken charge in e.
Positions of all 18 atoms, in Å:
C (-1.24216, -2.92140, 0.05622)  -0.63
C (1.96612, 0.16769, -1.94934)  -0.70
C (-1.27413, -1.77057, -0.57976)  -0.28
C (1.60735, -0.73599, -1.04235)  -0.10
C (0.58484, 1.85392, 1.09288)  -0.76
N (-0.40417, 1.00317, 0.48760)  -0.15
Si (-0.07270, -0.38054, -0.24219)  -0.11
Cl (-3.38247, 0.95801, 0.84888)  -0.33
H (-1.90611, -3.74399, -0.09884)  0.30
H (-0.69092, -3.04626, 1.03977)  0.20
H (2.91832, 0.21369, -2.46194)  0.26
H (1.23228, 0.99858, -2.34885)  0.18
H (-1.91332, -1.65082, -1.34906)  0.41
H (2.37660, -1.42398, -0.79340)  0.36
H (0.13631, 2.48197, 1.89207)  0.30
H (1.42405, 1.24710, 1.49319)  0.31
H (1.07029, 2.47340, 0.29508)  0.28
H (-2.11702, 1.23606, 0.71791)  0.44


# 2
C6H6 | ωB97M-V/def2-TZVPD

Output
SMILES = C=C1C23CC12C3
Total charge = 0
HOMO energy = -9.8379 eV
Maximum force = 3.1 eV/A

Last column: Mulliken charge in e.
Positions of all 12 atoms, in Å:
C (2.10191, -0.12168, 0.00102)  -0.72
C (0.86361, 0.25135, 0.10455)  0.34
C (-0.44424, 0.13383, -0.78933)  -0.24
C (-1.24486, 1.21823, -0.00413)  -0.30
C (-0.46525, 0.16414, 0.83949)  -0.30
C (-0.89446, -1.06648, 0.00361)  -0.22
H (2.74583, -0.40740, 0.77514)  0.29
H (2.73062, -0.31336, -0.91745)  0.24
H (-0.86282, 2.20730, -0.04160)  0.23
H (-2.29397, 1.12087, -0.00936)  0.23
H (-1.93161, -1.13524, 0.13422)  0.21
H (-0.30476, -2.05155, -0.09616)  0.23


Computed values of energy above the lowest of the compared OMol25 structures with the same formula, charge and spin (unit: eV) for the preceding records, in sequence: 1.461, 5.387.
Computed values of calculated total energy (unit: eV) for the preceding records, in sequence: -27231.3240, -6313.8134.